Below is C6H12LaNbO2 as an isolated structure at a distorted geometry, with properties calculated with ωB97M-V/def2-TZVPD.

```
22
Properties=species:S:1:pos:R:3
C 1.1675 3.1571 0.4286
C 1.8712 2.0623 0.1663
Nb 2.6934 -0.0494 -0.2885
C 0.8506 -0.9613 0.7754
C -0.2593 -1.2629 -0.3674
C -1.7507 -1.4397 0.2842
C -2.6054 -0.1103 0.1077
O -3.0554 0.6532 1.1054
O -2.9087 0.3218 -1.2668
H 0.3274 3.8612 0.7790
H 3.6574 -0.0156 1.2840
H 3.2117 -1.7397 -0.6581
H 1.8005 -0.0145 -1.9019
H 4.1376 0.6787 -1.1031
H 0.4272 -0.0981 1.4258
H 1.1064 -1.8805 1.4084
H 0.1047 -2.1773 -0.9470
H -0.3508 -0.3921 -1.1255
H -2.3103 -2.3086 -0.2371
H -1.6537 -1.6752 1.4145
H -2.6165 1.2981 -1.3829
La -3.8448 2.0928 0.0988
```

Results
HOMO-LUMO gap, eV: 3.23
Total charge: +2
E_HOMO, hartree: -0.5134
2S+1: 1

Below is C5F17K3NO19S7 as an isolated structure at a distorted geometry, with properties calculated with ωB97M-V/def2-TZVPD.

```
52
Properties=species:S:1:pos:R:3
K -4.6980 1.0575 -1.0764
K -1.2725 -2.9017 0.1180
K -0.8720 -1.6237 -3.4000
N -0.1008 -0.6513 -1.0225
S 1.5305 -0.1919 -1.2174
O 2.2857 0.0536 -0.0241
O 1.7836 0.6134 -2.3770
F 1.9782 -1.6721 -1.6856
S -0.5533 0.5955 -0.2207
O -0.4408 1.9062 -0.8326
O -0.4042 0.5955 1.1996
F -2.1250 0.2949 -0.5326
C 2.4389 -1.4370 3.6146
F 2.1655 -1.1576 4.8962
F 2.1398 -0.4079 2.8646
F 3.7520 -1.6794 3.5765
S 1.3588 -2.9349 3.1208
O 0.1206 -2.3219 2.6234
O 2.1035 -3.7240 2.1571
O 1.0690 -3.5508 4.4045
C 4.5481 3.4449 -0.0469
F 5.5855 2.5817 -0.2564
F 3.4427 2.7095 -0.1298
F 4.6726 3.9285 1.1917
S 4.7210 4.7431 -1.4214
O 5.7276 5.6759 -0.9114
O 5.1348 3.9972 -2.5953
O 3.3367 5.2659 -1.4755
C -3.0119 1.6623 3.9369
F -1.7126 1.8476 3.7997
F -3.2192 0.3568 3.8173
F -3.4092 2.1086 5.1272
S -3.9427 2.5492 2.5275
O -3.4251 3.9245 2.6144
O -3.4669 1.8752 1.3198
O -5.3710 2.3649 2.8031
C 2.0037 -0.5832 -6.4951
F 2.9837 -0.0197 -7.2046
F 1.2282 0.4039 -6.0490
F 1.2754 -1.3783 -7.2842
S 2.7443 -1.6548 -5.1120
O 3.6736 -0.8725 -4.3667
O 1.4916 -1.9762 -4.4261
O 3.2955 -2.8052 -5.7920
C -5.6134 -3.3270 1.2544
F -5.9123 -3.8250 2.4512
F -5.1791 -4.3101 0.4439
F -6.7913 -2.8908 0.7599
S -4.4508 -1.8282 1.3146
O -3.9530 -1.7349 -0.0643
O -5.2816 -0.7841 1.8700
O -3.3846 -2.3123 2.2129
```

Results
HOMO-LUMO gap, eV: 5.16
Total charge: -3
E_HOMO, hartree: -0.0729
2S+1: 1

Below is a 2-piece molecular cluster, C11H12NO2 overall at a distorted geometry, with properties calculated with ωB97M-V/def2-TZVPD.

```
26
Properties=species:S:1:pos:R:3
C -0.0477 3.1400 -1.9914
C 1.1178 1.5112 -0.2917
C -0.6431 0.3728 0.4159
C 0.0569 2.0030 -1.0367
C -1.0313 1.1744 -0.7071
C -1.4651 -0.6446 0.9014
C -2.7028 -0.8675 0.3224
C -2.3843 1.0851 -1.1061
C -3.1830 0.1217 -0.5982
N 0.7304 0.5224 0.5415
H 1.3186 -0.2264 0.9196
H 2.1086 1.8797 -0.3998
H -1.0650 -1.2937 1.6722
H -0.3859 3.9347 -1.3364
H -0.7435 3.0002 -2.8054
H -3.3765 -1.6541 0.5981
H -2.7006 1.7736 -1.9074
H -4.1687 -0.0067 -1.0402
H 0.9237 3.3908 -2.3931
C 3.1628 -2.6960 1.3925
C 1.6669 -2.9036 1.5615
O 0.8808 -1.9162 1.4368
O 1.3179 -4.0709 1.8185
H 3.7432 -3.5774 1.6012
H 3.5352 -1.9045 2.0402
H 3.3346 -2.1480 0.3919
```

Results
HOMO-LUMO gap, eV: 7.64
Total charge: -1
E_HOMO, hartree: -0.1603
2S+1: 1